1.
ORCA calculation (wB97M-V/def2-TZVPD) on the molecule C2H3N3O2.

Structure (XYZ):
```
10
Properties=species:S:1:pos:R:3:mulliken_charge:R:1
N -1.789 -0.791 0.021 -0.5713
N -0.532 -0.288 -0.320 0.7266
N -0.334 0.687 -1.262 -0.7447
C 0.777 1.191 -0.850 0.1283
O 1.313 0.746 0.260 -0.3185
C 0.357 -0.314 0.533 0.4319
O 0.467 -1.011 1.440 -0.5196
H -2.235 -0.505 0.891 0.2565
H -1.669 -1.843 -0.223 0.2735
H 1.447 1.950 -1.427 0.3373
```

## Properties
LUMO, eV: 0.8
Gap between HOMO and LUMO, eV: 10.46
Multiplicity: 1
ΔE to the lowest compared entry with this formula, charge and spin, kcal/mol: 75.7
SMILES: Nn1ncoc1=O
HOMO level, eV: -9.70


2.
ORCA calculation (wB97M-V/def2-TZVPD) on the molecule C2H3N3O2.

Structure (XYZ):
```
10
Properties=species:S:1:pos:R:3:mulliken_charge:R:1
N 2.894 -1.333 -0.056 -0.3541
C 2.116 -0.528 0.064 0.2421
C 0.876 0.655 -0.086 0.3914
O 1.028 1.821 -0.248 -0.4579
N -0.330 -0.013 -0.239 0.2817
N -1.495 0.558 0.146 -0.4480
O -0.307 -1.306 0.216 -0.4658
H -1.992 1.123 -0.587 0.2424
H -1.707 0.829 1.052 0.1826
H -1.081 -1.806 -0.261 0.3856
```

## Properties
LUMO, eV: 0.2
Gap between HOMO and LUMO, eV: 10.45
Multiplicity: 1
ΔE to the lowest compared entry with this formula, charge and spin, kcal/mol: 107.9
SMILES: N#CC(=O)N(N)O
HOMO level, eV: -10.22


3.
ORCA calculation (wB97M-V/def2-TZVPD) on a cluster of 2 separate species, C2H3N3O2 in total.

Structure (XYZ):
```
10
Properties=species:S:1:pos:R:3:mulliken_charge:R:1
N 0.457 -0.677 1.867 -0.4378
N 0.277 -1.365 0.779 -0.0200
C 0.620 -1.538 -0.331 0.5267
O 0.841 -2.076 -1.388 -0.5284
H 0.915 0.247 1.822 0.2605
H -0.347 -0.863 2.445 0.2406
N 4.082 -0.004 -0.327 -0.3284
C 3.001 0.310 -0.073 0.5247
O 1.968 0.756 0.142 -0.5161
H 4.740 -0.687 -0.094 0.2781
```

## Properties
LUMO, eV: 0.6
Gap between HOMO and LUMO, eV: 9.06
Multiplicity: 1
ΔE to the lowest compared entry with this formula, charge and spin, kcal/mol: 60.1
SMILES: NN=C=O.N=C=O
HOMO level, eV: -8.48


Look up the gap between HOMO and LUMO of the third one.
9.06 eV